--- a ---
# C3H11N3

A cluster of 2 separate species, C3H11N3 in total (ωB97M-V/def2-TZVPD, the Open Molecules 2025 dataset).

Last column: natural (NBO) charge in e.
CARTESIAN COORDINATES (ANGSTROEM)
H: 2.4678 1.9923 2.8671  0.32
N: 1.8441 1.3305 2.4046  -0.73
C: 1.8390 1.4143 1.1479  0.27
N: 2.5804 2.2455 0.3628  -0.83
H: 1.1997 0.7344 0.5937  0.19
H: 3.1276 2.9755 0.7898  0.38
H: 2.3994 2.3178 -0.6216  0.39
C: -2.4218 -1.9020 -0.9140  -0.62
C: -1.4663 -0.7141 -1.0513  -0.21
N: -0.2431 -0.8276 -0.2752  -0.84
H: -1.9369 -2.8202 -1.2424  0.20
H: -3.3111 -1.7459 -1.5192  0.21
H: -2.7267 -2.0250 0.1240  0.20
H: -1.1800 -0.5941 -2.1004  0.18
H: -1.9714 0.2016 -0.7314  0.18
H: -0.4657 -0.9185 0.7118  0.36
H: 0.2650 -1.6644 -0.5461  0.35

Properties
Frontier orbital gap in eV: 10.0919
HOMO energy in eV: -9.045
SMILES: [H]/N=C\N.CCN
Spin multiplicity: 1
Lowest unoccupied orbital energy in eV: 1.0

--- b ---
# C3H11N3

A cluster of 3 separate species, C3H11N3 in total (ωB97M-V/def2-TZVPD, the Open Molecules 2025 dataset).

Last column: natural (NBO) charge in e.
CARTESIAN COORDINATES (ANGSTROEM)
H: 0.5278 -1.7903 -1.2740  0.26
N: 0.4543 -1.6278 -0.2393  -0.32
N: -0.6520 -1.6920 0.2366  -0.08
C: -1.8051 -1.9779 -0.5521  -0.49
H: -2.3646 -2.7768 -0.0628  0.21
H: -1.5575 -2.2549 -1.5947  0.17
H: -2.4131 -1.0732 -0.5349  0.26
C: 1.8911 0.9790 1.0708  -0.40
C: 2.3197 1.7269 0.0754  -0.39
H: 1.7325 -0.0831 0.9654  0.22
H: 1.6776 1.3981 2.0414  0.19
H: 2.4769 2.7887 0.1755  0.19
H: 2.5346 1.3102 -0.8948  0.19
N: -1.3174 1.0469 0.0150  -1.09
H: -1.4599 1.8930 -0.5173  0.36
H: -1.7249 1.1905 0.9363  0.36
H: -0.3198 0.9427 0.1537  0.38

Properties
Frontier orbital gap in eV: 10.0259
HOMO energy in eV: -8.865
SMILES: [H]/N=N\C.C=C.N
Spin multiplicity: 1
Lowest unoccupied orbital energy in eV: 1.2

Most stable: a

--- a ---
# C3H11N3

A cluster of 2 separate species, C3H11N3 in total (ωB97M-V/def2-TZVPD, the Open Molecules 2025 dataset).

Last column: natural (NBO) charge in e.
CARTESIAN COORDINATES (ANGSTROEM)
H: -0.3898 2.0555 2.3041  0.34
N: -0.7921 1.7534 1.4485  -0.78
C: -1.2570 2.7323 0.6758  0.25
N: -1.8258 2.4704 -0.5114  -0.84
H: -1.4410 3.6362 1.2881  0.17
H: -2.1738 3.3201 -0.9836  0.42
H: -1.4168 1.4824 -0.7430  0.44
C: 1.0200 -2.1234 -1.8016  -0.63
C: 1.5204 -1.6863 -0.3075  -0.24
N: 1.1198 -2.7371 0.6494  -0.84
H: 0.2902 -2.8611 -1.7259  0.21
H: 0.4959 -1.3449 -2.3310  0.20
H: 1.7374 -2.6481 -2.4557  0.22
H: 2.6521 -1.7938 -0.1312  0.18
H: 1.4799 -0.5685 -0.0510  0.19
H: 0.0960 -2.5630 0.6680  0.34
H: 1.4560 -2.6579 1.6549  0.37

Properties
Frontier orbital gap in eV: 9.9512
HOMO energy in eV: -9.071
SMILES: [H]/N=C/N.CCN
Spin multiplicity: 1
Lowest unoccupied orbital energy in eV: 0.9

--- b ---
# C3H11N3

A cluster of 2 separate species, C3H11N3 in total (ωB97M-V/def2-TZVPD, the Open Molecules 2025 dataset).

Last column: natural (NBO) charge in e.
CARTESIAN COORDINATES (ANGSTROEM)
C: -1.8121 0.4721 0.4410  -0.56
C: -1.8733 -0.7012 -0.1856  0.03
N: -1.8314 -1.9482 0.4060  -0.81
H: -1.9948 0.6060 1.4976  0.19
H: -1.5959 1.3564 -0.1457  0.21
H: -1.7641 -0.7573 -1.2618  0.18
H: -2.0266 -1.9262 1.3984  0.38
H: -2.1719 -2.7173 -0.1436  0.38
N: 1.4916 0.3436 0.8898  -0.90
C: 1.9843 1.0982 -0.2230  -0.06
N: 1.7377 0.5451 -1.5694  -0.84
H: 1.9963 -0.4386 1.2569  0.37
H: 0.5988 0.5627 1.2851  0.38
H: 1.5694 2.0965 -0.1696  0.18
H: 3.0663 1.1845 -0.1401  0.17
H: 1.8583 -0.4626 -1.5097  0.35
H: 0.7674 0.6860 -1.8263  0.34

Properties
Frontier orbital gap in eV: 9.3253
HOMO energy in eV: -8.303
SMILES: C=CN.NCN
Spin multiplicity: 1
Lowest unoccupied orbital energy in eV: 1.0

--- c ---
# C3H11N3

The molecule C3H11N3 (ωB97M-V/def2-TZVPD, the Open Molecules 2025 dataset).

Last column: natural (NBO) charge in e.
CARTESIAN COORDINATES (ANGSTROEM)
C: 0.4816 -2.1370 1.4855  -0.41
N: -0.3170 -0.9684 1.1795  -0.62
C: 0.0409 -0.3507 -0.0803  -0.24
C: -0.8752 0.8480 -0.3641  -0.24
N: -0.5263 1.6328 -1.5378  -0.46
N: 0.6499 2.4156 -1.4387  -0.66
H: 0.4390 -2.9143 0.7066  0.16
H: 1.5211 -1.8285 1.6016  0.19
H: 0.1390 -2.5640 2.4261  0.20
H: -1.3008 -1.2222 1.1620  0.35
H: 1.0816 -0.0168 0.0101  0.18
H: -0.0079 -1.0556 -0.9331  0.15
H: -1.8993 0.4939 -0.5150  0.19
H: -0.8714 1.5134 0.5041  0.20
H: -0.4186 1.0255 -2.3473  0.34
H: 1.4257 1.9083 -1.0051  0.32
H: 0.4379 3.2202 -0.8543  0.35

Properties
Frontier orbital gap in eV: 10.0232
HOMO energy in eV: -8.957
SMILES: CNCCNN
Spin multiplicity: 1
Lowest unoccupied orbital energy in eV: 1.1

Most stable: b

--- a ---
# C6H16O

A cluster of 2 separate species, C6H16O in total (ωB97M-V/def2-TZVPD, the Open Molecules 2025 dataset).

Last column: natural (NBO) charge in e.
CARTESIAN COORDINATES (ANGSTROEM)
C: -2.2640 -0.8176 0.1488  -0.63
C: -2.1058 -0.5538 -1.3347  0.09
C: -1.1053 0.5827 -1.6318  -0.65
O: -1.7309 -1.7437 -2.0325  -0.71
H: -2.4906 0.0923 0.7124  0.21
H: -1.3183 -1.1727 0.5667  0.20
H: -3.1210 -1.4583 0.3670  0.22
H: -3.0489 -0.2431 -1.7750  0.18
H: -0.7680 0.9863 -0.6694  0.21
H: -0.1642 0.3403 -2.1362  0.22
H: -1.4639 1.3784 -2.2865  0.22
H: -0.8163 -1.9759 -1.7472  0.46
C: 1.2600 0.4182 2.2002  -0.61
C: 1.5736 -0.0574 0.8031  -0.41
C: 2.6578 0.7979 0.1345  -0.60
H: 0.9221 -0.3359 2.9022  0.21
H: 2.0925 0.9422 2.6848  0.21
H: 0.4460 1.1584 2.1445  0.20
H: 2.0419 -1.0582 0.7853  0.19
H: 0.6572 -0.2763 0.2615  0.20
H: 3.5959 0.5209 0.6146  0.21
H: 2.6937 0.6051 -0.9401  0.21
H: 2.4565 1.8700 0.2276  0.20

Properties
Frontier orbital gap in eV: 11.1896
HOMO energy in eV: -10.257
SMILES: CC(C)O.CCC
Spin multiplicity: 1
Lowest unoccupied orbital energy in eV: 0.9

--- b ---
# C6H16O

A cluster of 2 separate species, C6H16O in total (ωB97M-V/def2-TZVPD, the Open Molecules 2025 dataset).

Last column: natural (NBO) charge in e.
CARTESIAN COORDINATES (ANGSTROEM)
C: 1.4302 0.4731 0.0681  -0.61
C: 0.0984 0.3592 -0.7163  -0.39
C: -0.9531 -0.6923 -0.1492  -0.05
C: -2.2346 -0.3562 -0.9584  -0.60
C: -0.4793 -2.1307 -0.4627  -0.61
C: -1.1583 -0.4699 1.3144  -0.61
H: 2.0585 1.2360 -0.4216  0.20
H: 1.9437 -0.5009 0.0019  0.20
H: 1.3182 0.7400 1.1325  0.21
H: -0.2206 1.4166 -0.7913  0.20
H: 0.3361 0.0061 -1.7382  0.20
H: -3.1044 -0.9058 -0.5608  0.20
H: -2.1048 -0.6240 -2.0205  0.21
H: -2.4409 0.7252 -0.8909  0.21
H: -1.2377 -2.9227 -0.3436  0.22
H: 0.3901 -2.3782 0.1695  0.21
H: -0.1538 -2.1109 -1.5164  0.21
H: -1.9208 -1.1803 1.6756  0.21
H: -1.4866 0.5539 1.5607  0.21
H: -0.2110 -0.6721 1.8421  0.21
O: 3.6297 3.2130 1.2390  -0.94
H: 2.6717 3.4326 1.1922  0.47
H: 3.8293 2.7883 0.3741  0.47

Properties
Frontier orbital gap in eV: 11.3848
HOMO energy in eV: -10.688
SMILES: CCC(C)(C)C.O
Spin multiplicity: 1
Lowest unoccupied orbital energy in eV: 0.7

Most stable: b

--- a ---
# C7H8O

The molecule C7H8O (ωB97M-V/def2-TZVPD, the Open Molecules 2025 dataset).

Last column: natural (NBO) charge in e.
CARTESIAN COORDINATES (ANGSTROEM)
C: -1.1915 -2.8345 0.7845  -0.61
C: 0.0165 -1.5969 0.8560  -0.08
C: -0.0725 -0.7547 -0.1228  -0.19
C: -1.0401 -0.2209 -1.0879  0.55
O: -2.0369 -0.3028 -1.7621  -0.50
C: 0.0252 0.6792 -0.5908  -0.17
C: 0.6236 1.8691 -0.2773  -0.09
C: 0.1805 3.1561 -0.8628  -0.66
H: -1.6360 -2.7988 1.7677  0.21
H: -0.9587 -3.8709 0.4919  0.22
H: -1.7560 -2.3754 0.0507  0.21
H: 0.7812 -1.6174 1.6307  0.21
H: 1.4894 1.8037 0.3810  0.20
H: 0.9926 3.6584 -1.4240  0.23
H: -0.1605 3.8263 -0.0450  0.23
H: -0.7788 2.8686 -1.4496  0.23

Properties
Frontier orbital gap in eV: 8.4018
HOMO energy in eV: -9.109
SMILES: C/C=c1\c(=O)\c1=C/C
Spin multiplicity: 1
Lowest unoccupied orbital energy in eV: -0.7

--- b ---
# C7H8O

The molecule C7H8O (ωB97M-V/def2-TZVPD, the Open Molecules 2025 dataset).

Last column: natural (NBO) charge in e.
CARTESIAN COORDINATES (ANGSTROEM)
O: 0.7678 -0.8540 -3.3255  -0.51
C: -0.0649 -0.6519 -2.4851  0.43
C: 0.0651 -0.1346 -1.1151  -0.21
C: 1.0762 -0.3462 -0.3018  -0.05
C: 1.1729 0.0658 1.1017  -0.45
C: -0.1287 0.4386 1.7658  -0.45
C: -1.2962 0.4947 0.7410  -0.11
C: -1.1647 0.3329 -0.5607  -0.25
H: -1.0956 -0.7759 -2.8215  0.10
H: 1.9322 -0.7919 -0.7145  0.21
H: 1.6091 -0.8561 1.6978  0.22
H: 1.9226 0.8566 1.2514  0.24
H: -0.0972 1.3181 2.4044  0.22
H: -0.4732 -0.3579 2.3737  0.21
H: -2.1924 0.7296 1.1842  0.19
H: -2.0330 0.5321 -1.1959  0.22

Properties
Frontier orbital gap in eV: 8.7797
HOMO energy in eV: -8.633
SMILES: O=CC1=CCCC=C1
Spin multiplicity: 1
Lowest unoccupied orbital energy in eV: 0.1

--- c ---
# C7H8O

The molecule C7H8O (ωB97M-V/def2-TZVPD, the Open Molecules 2025 dataset).

Last column: natural (NBO) charge in e.
CARTESIAN COORDINATES (ANGSTROEM)
O: 1.5896 1.5479 -0.7371  -0.50
C: 2.0490 0.4526 -0.3684  0.42
C: 1.5028 -0.5624 0.4568  -0.52
C: 0.0807 -0.4501 0.5682  -0.32
C: -0.5578 -0.6899 -0.8841  -0.23
C: -1.8226 0.0074 -0.9120  -0.25
C: -1.9724 0.9034 0.1966  -0.28
C: -0.8513 0.7283 0.9564  -0.14
H: 3.1177 0.3813 -0.3189  0.11
H: 1.9954 -0.7550 1.4396  0.26
H: 1.6989 -1.6327 -0.1132  0.25
H: -0.4351 -1.3469 1.1898  0.28
H: -0.1969 -1.0859 -2.0449  0.25
H: -2.5042 -0.3480 -1.7746  0.23
H: -2.8493 1.6110 0.2665  0.24
H: -0.8445 1.2390 2.0794  0.21

Properties
Frontier orbital gap in eV: 8.6219
HOMO energy in eV: -8.076
SMILES: O=CCC1C=CC=C1
Spin multiplicity: 1
Lowest unoccupied orbital energy in eV: 0.5

Most stable: b

--- a ---
# C3H14N2O2

A cluster of 3 separate species, C3H14N2O2 in total (ωB97M-V/def2-TZVPD, the Open Molecules 2025 dataset).

Last column: natural (NBO) charge in e.
CARTESIAN COORDINATES (ANGSTROEM)
C: -1.0209 1.4745 -1.3602  -0.24
C: -0.4478 0.4973 -0.3503  -0.48
C: -0.1050 -0.6450 -1.1972  -0.58
N: 0.3199 -1.9638 -0.5754  -0.98
N: -1.6490 2.7066 -0.7513  -0.85
H: -0.1898 1.8371 -1.9692  0.16
H: -1.7541 1.0081 -1.9223  0.18
H: 0.4897 0.9520 0.0579  0.19
H: -1.1404 0.2818 0.5175  0.21
H: 0.8547 -0.3995 -1.8360  0.13
H: -0.9602 -0.8771 -1.8401  0.15
H: -0.4392 -2.4259 0.0054  0.36
H: 0.8386 -2.5136 -1.2650  0.32
H: -1.5841 3.4799 -1.4561  0.33
H: -1.0859 3.0729 0.0036  0.34
H: 1.5271 -1.9224 0.7977  0.49
H: 2.8727 -1.0515 0.9170  0.42
O: 2.2129 -1.5560 1.3960  -1.13
H: 0.3101 -0.5625 4.3530  0.44
H: 0.9273 -0.6949 2.9938  0.50
O: 0.0234 -0.6980 3.4814  -0.97

Properties
Frontier orbital gap (spin up / spin down) in eV: 2.6610 / 9.1327
HOMO energy (spin up / spin down) in eV: 1.091 / -5.500
Charge: -1
Spin multiplicity: 2
Lowest unoccupied orbital energy (spin up / spin down) in eV: 3.8 / 3.6
Expectation value of S²: 0.750

--- b ---
# C3H14N2O2

A cluster of 3 separate species, C3H14N2O2 in total (ωB97M-V/def2-TZVPD, the Open Molecules 2025 dataset).

Last column: natural (NBO) charge in e.
CARTESIAN COORDINATES (ANGSTROEM)
N: -1.0030 -0.6832 -1.8263  -0.98
C: -1.1541 -1.4663 -0.5258  -0.25
C: -1.1646 -0.5250 0.6928  -0.55
C: -1.0068 -1.0919 2.0915  -0.21
N: -1.2876 -0.1747 3.1380  -0.90
H: -1.7277 -0.6949 -2.4415  0.34
H: -0.6642 0.2703 -1.6386  0.29
H: -0.2633 -2.1936 -0.4546  0.17
H: -2.1151 -2.0449 -0.3937  0.17
H: -0.2488 0.1489 0.6488  0.17
H: -2.0218 0.2366 0.6904  0.21
H: -0.0277 -1.7663 2.3754  0.16
H: -1.9322 -1.7786 1.9730  0.17
H: -2.0451 -0.3524 3.8284  0.37
H: -0.8093 0.6619 3.4156  0.38
H: 6.1567 -0.5352 -1.1036  0.46
H: 6.0602 0.6880 -0.2709  0.45
O: 6.5941 -0.1365 -0.3124  -0.98
H: -0.7773 3.6511 -3.9610  0.37
H: -0.3214 3.5667 -2.5956  0.32
O: -0.2410 4.2202 -3.3299  -1.16

Properties
Frontier orbital gap (spin up / spin down) in eV: 2.3357 / 9.0153
HOMO energy (spin up / spin down) in eV: 0.932 / -5.647
Charge: -1
Spin multiplicity: 2
Lowest unoccupied orbital energy (spin up / spin down) in eV: 3.3 / 3.4
Expectation value of S²: 0.750

Most stable: a